(1)
{"formula": "C4H12S", "method": "wB97M-V/def2-TZVPD", "species": ["C", "C", "H", "H", "H", "H", "H", "H", "C", "C", "S", "H", "H", "H", "H", "H", "H"], "coordinates": [[-1.806, 2.845, 0.489], [-2.044, 1.491, -0.211], [-1.016, 2.699, 1.231], [-1.514, 3.637, -0.199], [-2.676, 2.991, 1.132], [-1.186, 1.279, -0.848], [-2.072, 0.682, 0.518], [-2.961, 1.498, -0.782], [1.496, -2.208, 0.817], [0.979, -0.846, -1.531], [0.748, -0.676, 0.272], [0.898, -3.121, 0.821], [2.440, -2.337, 0.274], [1.818, -2.155, 1.859], [-0.006, -0.711, -1.954], [1.475, -1.783, -1.781], [1.630, -0.054, -1.891]], "forces_ev_per_angstrom": [[0.00, -1.49, 0.77], [0.76, 0.49, 0.26], [0.31, 0.18, -0.27], [-0.48, 0.14, 0.22], [-0.15, 0.90, -0.41], [-0.16, -0.13, -0.31], [-0.17, 0.05, 0.00], [-0.16, -0.08, -0.29], [1.04, -0.51, 0.65], [0.17, 0.46, 0.48], [0.03, -0.22, 0.03], [-0.26, 0.22, -0.67], [-0.30, -0.26, -0.06], [-0.13, 0.56, 0.06], [-0.04, -0.36, -0.50], [-0.45, -0.12, 0.02], [0.00, 0.17, 0.02]], "nbo_charge": [-0.611, -0.599, 0.202, 0.206, 0.203, 0.190, 0.210, 0.197, -0.763, -0.737, 0.179, 0.213, 0.214, 0.230, 0.224, 0.224, 0.217], "gap_ev": 9.5, "smiles": "CSC.CC", "homo_ha": -0.3116}



(2)
{"formula": "C6H11N2P", "method": "wB97M-V/def2-TZVPD", "species": ["C", "C", "C", "C", "C", "C", "N", "N", "P", "H", "H", "H", "H", "H", "H", "H", "H", "H", "H", "H"], "coordinates": [[1.214, 0.280, -1.804], [0.121, 0.237, 1.933], [-0.051, 0.362, -1.388], [1.108, 0.371, 3.036], [-0.727, -1.906, -0.584], [-0.556, -0.435, -0.197], [0.413, -0.333, 0.857], [-1.045, 1.036, -2.035], [-0.972, 2.429, -2.743], [1.547, 0.832, -2.669], [1.919, -0.358, -1.305], [-0.875, 0.672, 2.126], [0.733, -0.124, 3.931], [2.056, -0.071, 2.744], [1.253, 1.424, 3.274], [0.239, -2.327, -0.849], [-1.138, -2.466, 0.253], [-1.399, -1.988, -1.434], [-1.537, -0.020, 0.102], [-2.302, 2.384, -3.245]], "forces_ev_per_angstrom": [[-0.14, 0.21, -0.10], [-0.29, 0.17, 0.26], [0.66, -0.34, 0.42], [0.06, 0.01, 0.07], [-0.12, 0.25, 0.12], [-0.34, -0.06, -0.08], [0.51, -0.29, 0.04], [-0.76, 0.03, -0.53], [-0.01, 0.14, 0.10], [0.02, -0.02, -0.20], [0.14, -0.08, 0.19], [0.01, -0.09, -0.17], [0.01, 0.00, 0.12], [0.06, -0.02, 0.00], [0.04, 0.08, 0.09], [0.09, -0.04, -0.03], [-0.05, -0.08, 0.05], [-0.07, -0.05, -0.09], [0.22, -0.04, -0.09], [-0.05, 0.22, -0.17]], "nbo_charge": [-0.423, 0.145, 0.136, -0.661, -0.590, -0.107, -0.412, -0.819, 0.780, 0.196, 0.218, 0.137, 0.221, 0.230, 0.221, 0.214, 0.208, 0.216, 0.180, -0.090], "gap_ev": [7.9, 7.9], "smiles": "[H]/P=N/C(=C)[C@@H](C)/N=C/C", "homo_ha": [-0.3120, -0.3121]}



(3)
{"formula": "C5H7NOS", "method": "wB97M-V/def2-TZVPD", "species": ["C", "C", "C", "C", "C", "H", "H", "H", "H", "H", "H", "H", "N", "O", "S"], "coordinates": [[-1.620, -0.059, -0.310], [-0.725, 1.208, -0.163], [0.776, -0.037, 1.115], [0.520, -1.186, 0.156], [1.056, -0.323, -0.969], [-0.770, 1.868, -1.025], [-1.196, 1.956, 0.646], [1.886, -0.035, 1.557], [0.062, 0.182, 1.918], [0.906, -2.272, 0.427], [2.127, -0.378, -1.399], [0.446, -0.237, -1.700], [0.732, 0.862, -0.113], [-1.005, -1.382, -0.184], [-3.195, -0.168, 0.045]], "forces_ev_per_angstrom": [[0.03, -2.47, 2.77], [-0.15, 0.77, -1.08], [2.49, 0.22, 0.26], [-0.79, -3.73, 0.07], [4.05, 0.46, 3.75], [-0.64, -0.28, -0.58], [1.58, -2.18, -1.17], [-2.40, -0.26, -0.94], [0.18, -0.07, -0.28], [-0.90, 2.21, -0.78], [-1.54, 0.11, 1.35], [-3.91, -0.34, -5.59], [-0.41, 1.09, 2.91], [2.55, 3.63, 0.20], [-0.12, 0.84, -0.90]], "nbo_charge": [0.144, -0.360, -0.279, 0.068, -0.251, 0.241, 0.267, 0.217, 0.217, 0.213, 0.220, 0.189, -0.401, -0.517, 0.033], "gap_ev": 8.5, "smiles": "S=C1CN2CC(C2)O1", "homo_ha": -0.3194}



(4)
{"formula": "C25H39GeN5O4PSSr", "method": "wB97M-V/def2-TZVPD", "species": ["Sr", "C", "C", "N", "N", "C", "N", "S", "C", "C", "C", "C", "C", "N", "H", "H", "H", "H", "H", "H", "H", "H", "H", "O", "C", "O", "C", "C", "C", "C", "C", "N", "C", "O", "O", "H", "H", "H", "H", "C", "Ge", "C", "C", "C", "H", "H", "H", "H", "H", "H", "H", "H", "H", "H", "H", "C", "C", "P", "C", "C", "C", "C", "H", "H", "H", "H", "H", "H", "H", "H", "H", "H", "H", "H", "H", "H", "H"], "coordinates": [[-1.029, -0.127, -1.631], [3.067, -1.668, -3.908], [1.951, -1.400, -2.938], [1.482, -0.223, -2.690], [2.139, 0.806, -3.295], [1.610, 2.007, -3.135], [2.399, 3.002, -3.652], [0.151, 2.529, -2.388], [1.366, -2.557, -2.206], [1.874, -3.843, -2.395], [1.366, -4.893, -1.650], [0.352, -4.649, -0.738], [-0.119, -3.350, -0.631], [0.374, -2.335, -1.329], [2.732, -2.364, -4.680], [3.931, -2.114, -3.407], [3.371, -0.736, -4.371], [3.115, 2.707, -4.295], [1.943, 3.881, -3.823], [2.659, -4.018, -3.114], [1.756, -5.894, -1.787], [-0.081, -5.439, -0.141], [-0.937, -3.110, 0.043], [-3.790, -0.137, 2.310], [-3.274, -0.364, 1.025], [-2.134, 0.396, 0.795], [-3.915, -1.033, 0.037], [-5.154, -1.766, 0.236], [-5.702, -2.429, -0.816], [-5.091, -2.436, -2.090], [-3.918, -1.728, -2.222], [-3.340, -1.031, -1.235], [-3.156, -1.733, -3.567], [-3.653, -2.334, -4.515], [-2.033, -1.115, -3.563], [-4.752, -0.145, 2.236], [-5.617, -1.820, 1.214], [-6.628, -2.979, -0.664], [-5.486, -2.972, -2.938], [-1.467, 1.351, 3.816], [-2.167, 2.648, 2.546], [-0.913, 4.145, 2.333], [-3.872, 3.354, 3.186], [-2.390, 1.820, 0.766], [-1.011, 1.855, 4.670], [-0.723, 0.719, 3.333], [-2.281, 0.712, 4.148], [-0.527, 4.478, 3.297], [-1.406, 4.989, 1.849], [-0.071, 3.845, 1.706], [-3.758, 3.825, 4.163], [-4.587, 2.536, 3.271], [-4.268, 4.094, 2.489], [-1.667, 2.273, 0.078], [-3.396, 1.995, 0.370], [4.466, -1.475, 1.012], [3.035, -1.362, 0.493], [2.096, 0.207, 0.797], [2.137, 0.222, 2.652], [2.006, 1.608, 3.275], [3.405, 1.439, 0.358], [2.908, 2.877, 0.235], [4.862, -2.472, 0.810], [4.538, -1.310, 2.088], [5.123, -0.757, 0.521], [2.418, -2.173, 0.892], [3.038, -1.494, -0.590], [3.051, -0.254, 3.017], [1.302, -0.409, 2.969], [2.901, 2.203, 3.092], [1.868, 1.537, 4.356], [1.154, 2.156, 2.870], [3.782, 1.114, -0.617], [4.236, 1.371, 1.068], [2.060, 2.940, -0.446], [3.698, 3.523, -0.154], [2.594, 3.282, 1.198]], "forces_ev_per_angstrom": [[0.00, 0.18, 0.01], [0.01, -0.04, 0.06], [-0.18, 0.10, 0.03], [0.22, -0.13, -0.11], [-0.16, 0.11, 0.10], [0.12, -0.23, 0.01], [-0.03, 0.07, 0.00], [-0.07, -0.05, 0.02], [-0.01, 0.06, -0.06], [0.01, 0.02, 0.02], [-0.08, 0.04, 0.07], [0.04, -0.01, -0.08], [-0.05, -0.03, 0.04], [0.07, 0.02, -0.15], [0.01, -0.01, 0.00], [0.00, 0.00, 0.00], [0.00, 0.00, 0.00], [0.00, -0.01, 0.00], [0.01, 0.00, -0.01], [0.00, 0.00, 0.01], [0.00, -0.01, 0.00], [-0.01, 0.00, 0.00], [-0.01, 0.00, 0.00], [-0.10, -0.09, -0.07], [0.11, 0.05, 0.25], [-0.03, -0.05, -0.24], [0.09, -0.05, -0.12], [0.09, 0.05, 0.05], [-0.09, -0.09, -0.11], [-0.03, -0.01, 0.03], [0.14, 0.09, -0.01], [-0.15, -0.15, 0.06], [0.14, 0.02, 0.01], [-0.07, 0.00, 0.01], [-0.02, -0.01, 0.13], [0.00, 0.10, -0.01], [0.03, 0.02, 0.02], [0.01, 0.00, 0.00], [-0.02, 0.00, 0.01], [0.03, -0.03, 0.03], [0.03, 0.03, -0.02], [0.01, 0.01, -0.01], [-0.05, 0.01, 0.00], [-0.02, -0.03, 0.00], [0.01, -0.02, 0.00], [0.01, -0.01, 0.00], [0.00, -0.02, 0.03], [0.00, 0.01, 0.01], [0.01, 0.01, -0.01], [0.01, 0.02, 0.00], [-0.01, 0.01, 0.01], [-0.02, 0.01, 0.02], [-0.02, 0.01, 0.01], [0.03, -0.03, 0.01], [0.01, -0.01, -0.05], [0.01, -0.03, 0.01], [0.00, 0.01, 0.01], [-0.06, 0.08, 0.02], [0.02, -0.02, 0.00], [0.00, -0.01, 0.01], [0.02, -0.05, 0.01], [-0.01, 0.03, 0.01], [0.01, 0.00, 0.00], [0.00, -0.01, -0.02], [0.00, 0.02, 0.00], [-0.01, 0.00, -0.01], [-0.01, -0.01, -0.01], [-0.02, 0.02, 0.01], [0.01, -0.01, 0.02], [0.01, 0.01, 0.01], [-0.01, 0.00, 0.00], [0.00, 0.00, 0.00], [0.01, -0.01, 0.00], [0.02, 0.00, -0.03], [-0.02, 0.00, -0.02], [0.00, 0.00, 0.00], [-0.01, 0.01, -0.01]], "lowdin_charge": [1.286, -0.043, -0.303, -0.030, -0.042, -0.922, 0.038, 0.465, -0.243, -0.016, -0.059, -0.056, -0.120, 0.021, 0.085, 0.080, 0.055, 0.082, 0.060, 0.100, 0.105, 0.102, 0.120, -0.007, -0.399, -0.255, -0.253, -0.062, -0.121, -0.073, -0.245, -0.023, -0.644, -0.003, -0.249, 0.082, 0.082, 0.090, 0.089, -0.204, 0.838, -0.221, -0.221, -0.256, 0.019, 0.002, 0.014, 0.015, 0.015, 0.001, 0.013, 0.009, 0.015, 0.038, 0.098, -0.156, -0.426, 0.975, -0.422, -0.168, -0.427, -0.167, 0.066, 0.052, 0.060, 0.072, 0.043, 0.057, 0.062, 0.059, 0.070, 0.037, 0.071, 0.072, 0.006, 0.068, 0.043], "gap_ev": 4.8, "homo_ha": -0.0965, "charge": -1}



no.,total energy (eV)
1,-15177.2885
2,-18667.2164
3,-19667.0595
4,-119678.5648